{
  "formula": "C45H76N2O6S2Si",
  "method": "the ωB97M-V functional and the def2-TZVPD basis",
  "charge": 0,
  "relative_energy_kcal_mol": 0.0,
  "lumo_ev": -0.283,
  "multiplicity": 1,
  "homo_lumo_gap_ev": 8.49,
  "species": ["C", "Si", "C", "C", "C", "C", "C", "C", "C", "C", "C", "C", "C", "C", "N", "S", "N", "C", "C", "C", "C", "C", "S", "C", "O", "C", "C", "C", "C", "C", "C", "H", "H", "H", "H", "H", "H", "H", "H", "H", "H", "H", "H", "H", "H", "H", "H", "H", "H", "H", "H", "H", "H", "H", "H", "H", "H", "H", "H", "H", "H", "H", "H", "H", "H", "H", "H", "C", "C", "C", "O", "C", "H", "H", "H", "H", "H", "H", "H", "H", "C", "C", "C", "O", "C", "H", "H", "H", "H", "H", "H", "H", "H", "C", "C", "C", "O", "C", "H", "H", "H", "H", "H", "H", "H", "H", "C", "C", "C", "O", "C", "H", "H", "H", "H", "H", "H", "H", "H", "C", "C", "C", "O", "C", "H", "H", "H", "H", "H", "H", "H", "H"],
  "xyz": [[5.7025, -0.1728, -2.7956], [5.0520, 0.6545, -1.2426], [3.6356, 1.7928, -1.7314], [4.3574, -0.5931, -0.0200], [3.5401, -1.7071, -0.7225], [2.1160, -1.9224, -0.1695], [1.0156, -1.9336, -1.2393], [-0.1722, -2.8279, -0.8778], [-1.3991, -2.6072, -1.7761], [-2.6038, -2.0391, -1.0282], [-3.8546, -2.0012, -1.9092], [-5.0702, -1.5458, -1.1523], [-5.8817, -2.4472, -0.5614], [-6.9812, -1.9815, 0.1945], [-7.8802, -2.7197, 0.8540], [-8.8986, -1.6860, 1.5399], [-8.2912, -0.2928, 1.0550], [-7.2179, -0.5762, 0.3121], [-6.3717, 0.3853, -0.3145], [-6.6631, 1.8421, -0.0930], [-6.7221, 2.7460, -1.3283], [-6.4727, 4.2124, -0.9822], [-7.7484, 4.7414, 0.1993], [-5.3306, -0.1273, -1.0152], [-4.3748, 0.7198, -1.5603], [6.3627, 1.7329, -0.4379], [6.1936, 2.2208, 0.8578], [7.1313, 3.0499, 1.4457], [8.2683, 3.4110, 0.7450], [8.4616, 2.9360, -0.5404], [7.5178, 2.1063, -1.1231], [4.8409, -0.4358, -3.4116], [6.3538, 0.4741, -3.3787], [6.2330, -1.1018, -2.5824], [2.7829, 1.2618, -2.1512], [3.3239, 2.3461, -0.8434], [4.0073, 2.5284, -2.4461], [5.1258, -1.0196, 0.6235], [3.6802, -0.0288, 0.6266], [4.0957, -2.6417, -0.6529], [3.4531, -1.5004, -1.7920], [1.8858, -1.1386, 0.5510], [2.0734, -2.8841, 0.3449], [1.4295, -2.2864, -2.1875], [0.6446, -0.9201, -1.4136], [-0.4401, -2.6688, 0.1689], [0.1532, -3.8659, -0.9738], [-1.7055, -3.5359, -2.2595], [-1.1438, -1.9035, -2.5735], [-2.3776, -1.0224, -0.6974], [-2.8200, -2.6472, -0.1477], [-4.0428, -3.0045, -2.2932], [-3.6746, -1.3525, -2.7645], [-5.6939, -3.5077, -0.6552], [-5.9416, 2.2536, 0.6185], [-7.6337, 1.8889, 0.3959], [-7.7088, 2.6727, -1.7875], [-5.9724, 2.4710, -2.0677], [-6.5013, 4.8307, -1.8746], [-5.4929, 4.3129, -0.5153], [-7.5747, 6.0647, 0.1284], [-4.6463, 0.9732, -2.4487], [5.3074, 1.9368, 1.4136], [6.9740, 3.4129, 2.4523], [9.0282, 4.0436, 1.1820], [9.3564, 3.2084, -1.0822], [7.7045, 1.7478, -2.1271], [12.6654, 0.3848, 1.5212], [11.2878, 0.1232, 2.1253], [10.7554, 1.5388, 2.3011], [11.3363, 2.3190, 1.2511], [12.3807, 1.5784, 0.6198], [13.0760, -0.4658, 0.9774], [13.3738, 0.6635, 2.3052], [10.6650, -0.4288, 1.4182], [11.3175, -0.4336, 3.0604], [11.0629, 1.9645, 3.2627], [9.6697, 1.5965, 2.2257], [12.0387, 1.2545, -0.3699], [13.2450, 2.2316, 0.4894], [17.0675, -0.5045, 0.6072], [16.2817, -0.5415, -0.7026], [15.9381, -2.0220, -0.8100], [15.8033, -2.4980, 0.5297], [16.3082, -1.5252, 1.4449], [17.0980, 0.4800, 1.0716], [18.0943, -0.8368, 0.4417], [15.3702, 0.0542, -0.6123], [16.8430, -0.1772, -1.5615], [16.7384, -2.5794, -1.3084], [15.0053, -2.2074, -1.3439], [15.4638, -1.0584, 1.9646], [16.9344, -2.0245, 2.1848], [-11.6193, -1.2889, 4.2433], [-12.7396, -1.3397, 3.2067], [-13.3962, -2.6746, 3.5357], [-13.2306, -2.8654, 4.9411], [-12.2940, -1.9183, 5.4552], [-11.2504, -0.2833, 4.4422], [-10.7780, -1.9034, 3.9186], [-13.4421, -0.5197, 3.3697], [-12.3875, -1.2867, 2.1771], [-12.9069, -3.4981, 3.0039], [-14.4609, -2.6975, 3.3011], [-12.8325, -1.1668, 6.0430], [-11.5959, -2.4357, 6.1139], [-10.1249, 4.4474, 3.9961], [-11.2426, 4.9225, 4.9233], [-11.2048, 6.4293, 4.6986], [-10.7834, 6.6212, 3.3482], [-10.2914, 5.3910, 2.8131], [-10.2053, 3.3997, 3.7097], [-9.1516, 4.5984, 4.4677], [-12.2020, 4.5147, 4.5974], [-11.0928, 4.6501, 5.9671], [-10.4847, 6.9108, 5.3694], [-12.1756, 6.9072, 4.8353], [-11.0170, 4.9985, 2.0923], [-9.3554, 5.5774, 2.2872], [-2.9661, -4.3269, -6.8965], [-4.4165, -4.6526, -6.5430], [-4.3102, -4.9374, -5.0504], [-3.2488, -4.1137, -4.5635], [-2.5147, -3.5638, -5.6581], [-2.8576, -3.7448, -7.8101], [-2.3886, -5.2470, -7.0064], [-5.0519, -3.7821, -6.7190], [-4.8264, -5.4923, -7.1017], [-4.0609, -5.9871, -4.8628], [-5.2221, -4.6959, -4.5025], [-2.7475, -2.4963, -5.7433], [-1.4486, -3.6683, -5.4534]],
  "atomic_forces_ev_per_a": [[-0.13, -0.19, 0.19], [-0.13, 0.17, -0.01], [0.39, 0.00, 0.19], [-0.17, -0.10, -0.21], [-0.07, 0.17, 0.08], [-0.01, -0.16, -0.32], [-0.08, -0.08, 0.07], [0.09, 0.03, -0.24], [-0.16, 0.10, 0.15], [0.03, 0.11, -0.24], [-0.07, -0.12, 0.10], [0.29, 0.49, -0.22], [-0.16, -0.36, 0.09], [-0.22, 0.14, 0.15], [0.01, 0.00, 0.00], [-0.05, -0.25, 0.01], [0.00, 0.19, 0.02], [-0.15, -0.16, -0.02], [-0.22, 0.10, 0.05], [-0.02, 0.15, -0.04], [0.05, 0.20, -0.06], [0.09, -0.14, 0.20], [-0.21, -0.01, 0.06], [0.44, -0.23, -0.08], [-0.08, 0.05, 0.01], [0.01, -0.20, -0.16], [-0.19, -0.16, -0.07], [-0.03, 0.11, 0.18], [0.21, 0.09, -0.10], [0.06, 0.01, -0.03], [0.10, 0.03, -0.04], [0.03, 0.02, -0.12], [0.01, 0.06, -0.07], [0.11, 0.02, 0.03], [-0.07, 0.01, -0.04], [-0.15, 0.00, 0.00], [-0.11, 0.01, -0.14], [0.07, 0.03, 0.05], [0.08, 0.05, 0.15], [0.04, -0.05, -0.09], [0.00, 0.04, -0.06], [-0.05, -0.08, 0.20], [0.02, 0.05, 0.21], [0.00, 0.03, -0.07], [0.10, 0.10, -0.05], [-0.04, 0.00, 0.06], [0.03, -0.05, 0.20], [0.05, -0.04, -0.06], [0.03, -0.08, -0.13], [0.00, -0.01, 0.20], [0.04, 0.00, 0.09], [0.03, 0.01, -0.09], [0.04, 0.00, -0.11], [-0.03, -0.06, 0.02], [0.12, -0.05, -0.01], [0.02, 0.07, 0.18], [0.01, -0.15, -0.15], [-0.06, -0.05, -0.03], [-0.09, 0.04, -0.04], [0.04, 0.03, -0.04], [0.11, 0.05, -0.07], [0.09, -0.02, -0.03], [-0.03, 0.03, 0.10], [0.00, 0.02, 0.06], [-0.04, 0.03, 0.12], [0.05, 0.00, -0.02], [-0.06, -0.05, -0.05], [0.04, -0.01, 0.02], [-0.01, -0.01, -0.05], [0.04, 0.02, 0.02], [0.01, -0.02, 0.04], [-0.03, 0.01, -0.04], [-0.01, -0.01, 0.00], [0.00, 0.00, 0.00], [0.00, 0.00, 0.00], [0.02, 0.00, 0.01], [-0.01, -0.04, 0.02], [0.00, 0.03, -0.02], [0.02, -0.02, 0.00], [-0.01, 0.02, -0.01], [0.01, -0.02, -0.03], [-0.02, 0.01, 0.02], [0.02, 0.01, 0.01], [-0.01, -0.02, 0.00], [-0.05, 0.05, 0.00], [-0.01, 0.01, 0.00], [0.00, 0.00, 0.00], [0.00, 0.00, 0.00], [0.01, 0.00, 0.00], [0.00, 0.01, -0.01], [-0.01, -0.02, 0.01], [0.03, 0.02, 0.02], [-0.01, -0.04, -0.01], [0.01, 0.00, 0.00], [-0.01, 0.02, 0.02], [0.04, 0.00, 0.00], [-0.01, -0.02, 0.01], [-0.04, 0.03, -0.03], [-0.01, 0.00, -0.01], [0.01, -0.01, 0.02], [0.00, 0.00, 0.00], [0.01, -0.01, 0.00], [0.00, 0.01, -0.02], [-0.01, -0.01, 0.01], [0.02, 0.01, 0.00], [-0.01, -0.02, 0.01], [0.01, 0.01, 0.03], [-0.01, -0.02, -0.02], [0.03, -0.02, 0.00], [0.01, 0.00, -0.01], [-0.04, -0.03, -0.01], [-0.01, 0.00, 0.00], [0.00, 0.00, 0.00], [0.00, 0.00, 0.00], [0.01, 0.00, 0.00], [-0.01, -0.01, 0.01], [0.00, 0.02, -0.01], [0.01, -0.01, 0.00], [-0.02, 0.06, 0.03], [-0.01, -0.03, 0.01], [0.00, 0.03, -0.01], [0.02, -0.01, -0.02], [0.00, -0.02, 0.05], [-0.02, 0.01, 0.00], [-0.01, 0.01, -0.01], [0.00, 0.00, 0.01], [0.00, 0.00, 0.01], [0.01, -0.01, -0.01], [-0.01, 0.00, -0.01], [0.00, 0.01, 0.02], [0.01, 0.00, -0.02], [0.00, 0.00, 0.02]]
}